Molecular formula: C72H183N15O4
Method: DFT, ωB97M-V/def2-TZVPD

As for the multiplicity: 1. Its charge is +2. The LUMO energy comes out at -5.30 eV. The HOMO energy comes out at -11.10 eV. The value obtained for the electronic energy is -108156.3487 eV. As for the HOMO-LUMO gap: 5.80 eV.

CARTESIAN COORDINATES (ANGSTROEM)
N 2.6219 -3.3610 -2.3792
H 3.4043 -3.2696 -1.7470
H 2.6455 -2.9029 -3.2790
H 1.8288 -2.9374 -1.9191
H 2.3300 -4.3221 -2.4843
N 3.9682 0.0409 0.8143
H 3.1881 0.0248 0.1729
H 4.4706 -0.8332 0.8738
H 3.5766 0.3299 1.6993
H 4.6553 0.7466 0.5905
N -0.1786 4.7284 2.1485
H -0.1105 3.9611 1.4952
H 0.3984 5.5118 1.8775
H 0.3210 4.2968 2.9128
H -1.1501 4.9183 2.3489
N 0.1795 0.8449 3.8121
H 0.9787 0.5576 3.2654
H 0.0910 0.2338 4.6114
H -0.6295 0.8266 3.2077
H 0.3994 1.8067 4.0282
C -0.7184 -0.9590 0.2852
C -0.8085 0.3882 0.9240
C 0.1340 1.5295 0.2847
O -0.0193 2.6692 0.6753
C 1.2100 1.1164 -0.6029
C 1.2886 -0.1726 -0.9760
C 0.2755 -1.2364 -0.5645
O 0.2532 -2.4536 -1.0920
O 2.4069 -0.4907 -1.5770
O -1.5097 0.6758 1.8826
H -1.4719 -1.7077 0.4803
H 1.9183 1.8562 -0.9454
C 7.8627 0.9260 1.7071
C 7.4121 0.9044 0.2322
N 6.1108 1.4844 -0.0423
C 5.8390 1.4924 -1.4887
C 5.8486 0.1295 -2.2118
C 6.0221 2.8533 0.5245
C 4.6203 3.4663 0.4092
H 7.9985 1.9507 2.0530
H 8.7249 0.2863 1.8953
H 7.0298 0.5198 2.2809
H 8.2131 1.2912 -0.3978
H 7.1870 -0.1310 -0.0233
H 4.8658 1.9572 -1.6468
H 6.5516 2.1708 -1.9578
H 5.5704 0.2447 -3.2593
H 6.8795 -0.2141 -2.1263
H 5.1795 -0.6310 -1.8092
H 6.8195 3.5017 0.1616
H 6.1774 2.7783 1.6008
H 4.3484 3.7012 -0.6199
H 4.5007 4.3656 1.0134
H 3.8331 2.7533 0.6539
C -4.4432 2.9973 2.8683
C -2.9894 3.5216 2.6644
N -2.9819 4.9739 2.4349
C -3.6133 5.3483 1.1455
C -2.9546 4.6737 -0.0463
C -3.6161 5.6845 3.5492
C -3.0449 7.0603 3.7098
H -4.4618 1.9075 2.8645
H -5.0636 3.4204 2.0783
H -4.8780 3.3059 3.8190
H -2.3254 3.2397 3.4815
H -2.4992 2.9206 1.8986
H -4.6964 5.2423 1.0844
H -3.4073 6.4159 1.0688
H -2.9742 3.5840 -0.0634
H -3.4124 5.0795 -0.9484
H -1.8930 4.9028 -0.1392
H -3.3052 5.1540 4.4492
H -4.6966 5.5484 3.5036
H -3.5116 7.4522 4.6136
H -3.3587 7.7750 2.9490
H -1.9607 7.0959 3.8159
C 3.3248 -6.1410 3.6207
C 3.7427 -4.7097 3.9367
N 2.5735 -3.8550 4.3713
C 1.7488 -3.6155 3.1761
C 0.7079 -2.5646 3.2828
C 1.7946 -4.3452 5.5221
C 2.5401 -4.3004 6.8201
H 2.2954 -6.3269 3.3142
H 3.5703 -6.7715 4.4753
H 3.9223 -6.4521 2.7638
H 4.6391 -4.6868 4.5563
H 4.0802 -4.2906 2.9888
H 2.3954 -3.3582 2.3372
H 1.2012 -4.5102 2.8798
H 0.3040 -2.3784 2.2877
H -0.0878 -2.9365 3.9283
H 1.1009 -1.6658 3.7581
H 1.4509 -5.3633 5.3395
H 0.9158 -3.7230 5.6917
H 1.8083 -4.3206 7.6277
H 3.1581 -3.4158 6.9739
H 3.1476 -5.1953 6.9545
C -6.8220 -2.2426 1.8142
C -5.8739 -2.5158 0.7045
N -5.7311 -1.3384 -0.1874
C -4.7363 -0.3891 0.3849
C -4.9405 1.0514 -0.2268
C -5.5041 -1.7629 -1.6000
C -4.2907 -2.5950 -1.9141
H -6.7929 -3.0927 2.4958
H -7.8359 -2.2024 1.4161
H -6.5663 -1.3130 2.3227
H -4.9247 -2.9106 1.0670
H -6.2480 -3.4130 0.2112
H -3.7224 -0.7319 0.1784
H -4.9049 -0.3420 1.4608
H -4.1689 1.7256 0.1452
H -5.8337 1.5810 0.1047
H -4.8494 1.0431 -1.3129
H -6.3683 -2.3700 -1.8695
H -5.4877 -0.8449 -2.1875
H -4.4314 -3.5972 -1.5093
H -4.0710 -2.6975 -2.9769
H -3.3702 -2.2172 -1.4690
C 3.1979 5.7125 -5.6642
C 3.9079 4.4472 -6.2539
N 2.9777 3.3434 -6.6033
C 2.4163 2.6064 -5.4746
C 3.4371 1.9751 -4.4772
C 1.9206 3.6941 -7.5249
C 2.3900 4.1698 -8.8712
H 3.8788 6.5518 -5.5224
H 2.6534 5.5470 -4.7346
H 2.4935 6.2227 -6.3211
H 4.5861 4.7181 -7.0631
H 4.6787 4.1169 -5.5576
H 1.7891 3.2541 -4.8621
H 1.7571 1.7972 -5.7886
H 2.9308 1.4302 -3.6805
H 4.1881 1.3041 -4.8942
H 3.9531 2.7468 -3.9060
H 1.2041 4.4418 -7.1847
H 1.3561 2.7986 -7.7845
H 3.0212 5.0562 -8.8084
H 1.5285 4.4046 -9.4964
H 2.9740 3.3862 -9.3540
C -0.7758 4.6706 -4.3455
C -1.0742 3.6011 -3.2765
N -2.1908 2.7405 -3.6767
C -2.1029 1.4110 -3.0624
C -1.1583 0.4636 -3.7078
C -3.4236 3.4838 -3.3382
C -4.6973 2.9845 -4.0857
H 0.1651 5.1122 -4.0172
H -1.4482 5.5247 -4.4255
H -0.7544 4.1854 -5.3213
H -0.1374 3.0568 -3.1570
H -1.2341 4.1143 -2.3283
H -1.8304 1.4867 -2.0097
H -3.1245 1.0499 -2.9446
H -0.1636 0.8777 -3.8729
H -0.9724 -0.3375 -2.9925
H -1.5088 0.0763 -4.6645
H -3.3163 4.5466 -3.5550
H -3.5182 3.4518 -2.2528
H -5.5261 3.6917 -4.1176
H -5.0230 2.0373 -3.6559
H -4.4356 2.7323 -5.1133
C -2.8949 -0.7939 4.5798
C -4.0632 -1.4152 5.2882
N -4.5144 -0.6137 6.3948
C -5.1462 0.7179 6.0038
C -6.4459 0.5773 5.2520
C -3.4737 -0.5063 7.4549
C -3.9746 0.0084 8.8454
H -2.0755 -0.6938 5.2916
H -3.1172 0.2322 4.2869
H -2.5105 -1.4204 3.7749
H -4.8832 -1.6174 4.5991
H -3.6911 -2.3689 5.6625
H -5.3879 1.2975 6.8947
H -4.4660 1.3371 5.4190
H -7.1234 0.0234 5.9018
H -6.8684 1.5690 5.0901
H -6.4411 0.0696 4.2874
H -2.6794 0.1593 7.1170
H -3.0132 -1.4826 7.6062
H -4.7868 -0.6509 9.1516
H -4.3510 1.0304 8.8015
H -3.2241 0.0914 9.6315
C 4.2003 -6.2892 -3.4142
C 2.7561 -6.7581 -3.5601
N 1.9141 -6.1518 -2.5291
C 0.4859 -6.1190 -2.9060
C -0.2549 -7.3833 -2.9875
C 2.1672 -6.7452 -1.2184
C 1.3962 -6.1402 -0.0928
H 4.2582 -5.2604 -3.7696
H 4.8224 -6.9187 -4.0503
H 4.5777 -6.3112 -2.3919
H 2.3473 -6.5449 -4.5478
H 2.6669 -7.8353 -3.4197
H 0.5406 -5.5527 -3.8357
H -0.0218 -5.4532 -2.2080
H -1.3273 -7.2057 -2.9066
H 0.1200 -8.0821 -2.2397
H -0.0311 -7.9045 -3.9183
H 2.1139 -7.8334 -1.1845
H 3.2149 -6.5625 -0.9796
H 1.8136 -6.3729 0.8869
H 1.3368 -5.0531 -0.1442
H 0.3587 -6.4619 -0.0014
C 2.3640 -3.5117 -7.4924
C 2.5677 -3.7759 -5.9957
N 2.3774 -2.6170 -5.1051
C 0.9495 -2.1648 -5.2199
C -0.1095 -3.1946 -4.8307
C 3.2067 -1.4197 -5.2701
C 4.7465 -1.7560 -5.1884
H 2.7579 -4.3943 -7.9965
H 2.9079 -2.6386 -7.8529
H 1.2997 -3.4911 -7.7266
H 2.0428 -4.6399 -5.5881
H 3.6164 -3.9923 -5.7919
H 0.8704 -1.3698 -4.4784
H 0.7542 -1.7148 -6.1933
H -0.0741 -4.0873 -5.4553
H -0.0600 -3.4873 -3.7819
H -1.1046 -2.7764 -4.9823
H 2.9036 -0.6443 -4.5666
H 2.9806 -0.9552 -6.2300
H 5.0782 -2.4442 -5.9658
H 5.0406 -2.2462 -4.2603
H 5.3362 -0.8401 -5.2278
C -5.4345 -5.8212 2.8344
C -4.4041 -5.3688 3.8989
N -3.0880 -6.0160 3.7948
C -2.2588 -5.6602 4.9803
C -0.9931 -6.5286 5.1287
C -2.4715 -5.8879 2.4521
C -2.2922 -4.4619 1.9967
H -6.4349 -5.4744 3.0936
H -5.4801 -6.9054 2.7326
H -5.2294 -5.3983 1.8509
H -4.2655 -4.2888 3.9479
H -4.8056 -5.6360 4.8764
H -1.8599 -4.6485 4.9059
H -2.9176 -5.7247 5.8463
H -1.2030 -7.5943 5.0371
H -0.2317 -6.2491 4.4004
H -0.4639 -6.4910 6.0809
H -3.0421 -6.4565 1.7178
H -1.5026 -6.3838 2.3926
H -3.2437 -4.0413 1.6713
H -1.6004 -4.3655 1.1599
H -1.9518 -3.8609 2.8400
C 1.5491 5.3998 -0.9114
C 2.0977 6.4244 0.0461
N 1.0683 6.9834 0.9454
C 1.7364 7.8230 1.9236
C 2.3255 6.9355 3.0553
C 0.2132 7.8653 0.1257
C -1.0132 8.3410 0.9481
H 2.3723 4.9449 -1.4622
H 0.8598 5.8021 -1.6538
H 0.9476 4.6562 -0.3886
H 2.8849 5.9122 0.5992
H 2.6731 7.1753 -0.4955
H 2.4976 8.5021 1.5397
H 0.9405 8.4077 2.3849
H 1.5121 6.3045 3.4133
H 3.1255 6.2540 2.7661
H 2.7567 7.5190 3.8688
H -0.1662 7.3386 -0.7499
H 0.7904 8.7011 -0.2697
H -1.5262 7.5662 1.5179
H -1.7707 8.7396 0.2732
H -0.7799 9.1113 1.6832

Atomic forces in eV per Å
-0.2 0.3 1.3
0.3 0.1 -0.4
0.7 0.4 -1.5
-1.3 0.9 0.9
0.1 -1.8 -0.2
-1.2 -0.5 1.5
-0.4 -0.4 -1.4
-0.2 -0.4 0.1
0.1 -0.4 0.6
1.8 1.2 -1.1
1.7 -1.1 1.3
-0.3 -0.5 -1.4
0.0 1.5 -1.0
-0.3 0.2 0.9
-1.7 0.7 0.3
1.9 0.5 0.7
0.1 -0.7 -0.3
-0.2 -0.1 0.5
-1.8 -0.2 -1.5
-0.3 0.3 0.8
-1.8 4.0 3.0
1.4 -2.4 -3.0
1.1 -2.5 -0.9
-0.3 1.1 0.6
-2.9 2.4 2.3
3.7 -2.3 -1.6
0.2 -4.0 -3.2
1.6 3.1 0.7
-1.9 -0.8 0.9
-0.7 0.6 1.0
0.0 0.0 0.3
0.0 0.0 -0.2
-1.1 0.2 -0.5
0.2 -1.4 0.7
-0.4 1.5 0.5
-0.8 0.1 -0.4
0.8 0.5 0.6
-0.8 -0.2 0.6
0.0 -0.1 -1.0
0.5 -0.2 0.1
0.0 0.3 -0.2
0.0 -0.1 0.3
0.0 0.2 -0.3
1.0 -0.3 -0.1
-0.1 -0.1 0.1
0.3 0.0 -0.3
0.2 0.2 0.1
-0.1 -0.5 -0.5
-0.1 0.2 0.3
0.0 0.2 -0.4
0.3 -0.2 0.0
0.2 0.4 -0.1
0.1 -0.1 0.0
0.0 -0.1 0.5
0.9 0.0 0.2
-1.3 -0.8 0.1
0.1 -0.8 -0.6
1.3 0.3 0.0
0.2 0.3 -0.2
1.2 -1.0 0.1
-1.3 1.1 0.3
-0.1 0.0 -0.3
-0.1 -0.4 0.0
0.1 0.1 0.0
-0.2 0.4 0.8
-0.3 0.5 -0.7
-0.2 -0.3 0.4
-0.2 0.1 -0.2
-0.5 0.1 0.0
-0.1 -0.2 0.0
0.2 0.3 0.2
-0.1 -0.2 0.2
-0.2 0.7 0.0
0.3 0.2 0.2
0.2 -0.1 -0.3
-0.1 -0.2 0.0
0.9 -0.6 0.1
-1.6 0.4 -0.5
0.9 0.6 -0.5
0.6 -0.7 0.2
-0.7 0.2 0.6
0.4 0.2 -0.6
0.3 -0.5 0.8
-0.1 0.4 0.3
-0.2 -0.3 -0.2
0.2 -0.4 0.1
-0.5 0.1 0.6
0.0 0.4 0.0
0.3 -0.1 0.0
0.0 -0.5 -0.2
-0.1 0.2 0.1
-0.3 0.3 -0.1
0.2 0.3 -0.1
-0.2 -0.1 0.0
-0.1 0.1 -0.6
0.0 0.0 0.1
0.0 0.0 -0.3
0.3 0.1 0.0
-0.4 -0.2 0.5
0.3 0.0 -0.8
0.5 -1.1 0.2
-1.4 0.8 -1.5
0.7 -0.5 0.8
-0.3 0.9 0.6
0.9 -0.5 0.5
0.0 0.2 0.4
0.0 0.3 0.1
-0.2 -0.1 0.2
0.6 0.4 0.3
-0.3 0.3 -0.8
0.3 0.0 0.2
0.2 -0.1 0.0
0.5 -0.2 0.0
-0.5 -0.6 -0.2
-0.2 0.0 0.0
-0.2 0.4 -0.1
-0.2 -0.1 -0.2
0.1 -0.2 0.0
-0.3 0.1 -0.1
0.1 0.2 0.1
0.3 0.3 -0.5
-0.8 0.5 0.6
0.7 -0.3 0.2
1.0 -0.2 1.1
-0.2 0.7 0.1
-0.2 -0.1 -0.9
0.7 0.2 -0.4
0.6 -0.3 0.4
0.2 -0.3 0.1
-0.3 -0.6 -0.4
-0.7 0.1 -0.7
-0.5 -0.4 0.5
-0.4 0.3 0.2
0.1 0.1 -0.6
-0.4 -0.3 -0.2
-0.1 0.1 -0.4
0.3 0.3 -0.2
-0.2 0.1 0.7
-0.2 -0.2 0.6
0.0 0.1 0.0
0.0 0.0 0.0
0.0 0.0 -0.1
0.1 -0.1 0.6
0.0 0.5 -1.2
0.3 0.6 0.1
-1.1 1.3 0.7
0.5 -0.6 -0.2
-0.7 -0.5 -0.4
1.0 -0.6 0.3
0.4 0.0 -0.6
-0.4 -0.2 0.2
0.5 0.1 0.0
-0.1 -0.5 0.0
-0.3 -0.1 0.5
0.4 0.4 0.6
0.0 -0.5 -0.6
0.0 0.4 -0.1
-0.2 -0.5 -0.2
-0.1 -0.1 0.1
0.4 -0.1 -0.3
-0.5 -0.2 0.2
0.2 0.0 0.3
-0.3 0.1 0.1
0.1 0.2 -0.1
0.8 0.4 -0.2
0.2 -0.1 0.0
-0.8 1.3 1.4
0.8 -1.3 0.2
-0.6 -0.3 0.3
-0.6 0.8 0.4
-0.4 -0.1 -1.0
0.2 -0.1 0.2
0.0 -0.1 -0.6
-0.2 0.3 -0.4
-0.1 0.0 0.0
-0.4 -0.3 0.2
0.3 -0.3 0.2
0.4 0.1 -0.1
-0.2 0.0 -0.1
-0.1 0.0 0.0
0.4 0.0 0.0
0.4 0.3 0.0
-0.2 -0.2 -0.2
0.0 0.1 0.3
-0.3 0.0 -0.3
0.3 -0.6 -0.3
-0.3 -0.1 -0.7
-0.1 -0.4 1.0
-0.6 0.2 0.3
1.1 2.0 0.2
0.1 -1.5 -0.6
1.1 0.1 0.2
-1.1 0.5 0.9
0.2 0.1 -0.1
0.2 0.2 0.1
-0.1 -0.2 -0.1
0.1 0.2 0.0
0.3 -0.4 -0.3
-0.6 -0.3 -0.2
0.1 0.2 0.2
0.1 -0.3 0.1
-0.5 0.0 0.4
-0.3 0.0 -0.2
-0.4 -0.3 -0.3
0.2 0.1 -0.1
0.4 -0.2 -0.1
0.2 0.2 -0.2
-0.1 -0.2 -0.4
-0.2 -1.1 0.6
2.0 1.2 0.3
-2.5 0.2 0.5
0.4 0.1 1.3
0.0 0.0 -0.5
1.5 -1.0 -0.8
-1.0 0.3 0.2
0.1 0.1 -0.3
-0.2 0.0 0.1
0.1 0.4 -0.2
-0.4 0.2 -0.3
0.2 -0.5 -0.5
-0.1 0.3 -0.1
0.0 -0.1 -0.2
0.0 -0.1 0.0
0.2 0.1 0.0
0.0 0.2 0.0
0.1 -0.4 0.5
0.3 0.1 -0.5
-0.1 0.3 -0.3
-0.3 0.0 0.3
0.0 0.0 -0.3
0.4 0.5 0.2
0.0 -0.8 -0.1
0.3 -0.4 0.1
0.5 -0.7 -1.0
-0.2 -0.6 0.0
0.2 -0.3 0.5
-0.3 0.5 -0.1
0.0 0.0 0.2
0.2 0.0 0.2
0.2 0.0 -0.1
-0.3 0.5 -0.4
0.0 -0.1 0.1
-0.3 0.7 0.1
0.2 0.0 0.0
-0.2 0.0 -0.4
-0.2 -0.1 -0.3
-0.4 0.6 0.3
-0.4 0.1 0.2
0.1 -0.1 0.6
0.0 0.1 0.0
0.1 0.0 0.0
0.2 0.2 -0.1
-0.6 0.0 -0.4
0.3 -0.7 -0.1
1.2 0.5 -1.5
0.1 -0.8 2.0
0.0 0.2 -0.3
-1.5 -0.2 0.7
0.1 0.3 -0.4
-0.1 -0.2 0.0
0.2 0.2 -0.1
0.3 -0.3 0.0
-0.2 0.0 0.6
-0.3 0.6 -0.1
0.0 0.0 -0.4
0.3 0.2 0.1
0.0 0.2 0.5
0.0 0.1 -0.4
-0.3 0.1 0.0
0.1 -0.2 0.2
0.1 0.3 0.1
0.3 -0.4 -0.2
0.1 0.2 0.0
0.1 0.2 -0.2

Here are the Löwdin charges for atoms 1 to 8, given in e:
1 N 0.31
2 H 0.13
3 H 0.07
4 H 0.04
5 H 0.06
6 N 0.33
7 H 0.06
8 H 0.15